Arrangement one

Entry from the Open Molecules 2025 dataset: a 7-piece molecular cluster, C16H44ClO10 overall (wB97M-V/def2-TZVPD).

LUMO energy: 2.79 eV
Total charge: -1
Gap between HOMO and LUMO: 9.6 eV

Each line ends with the Mulliken charge.
CARTESIAN COORDINATES (ANGSTROEM)
Cl  -0.541  0.330  -0.420  1.48
O  0.530  1.034  0.207  -0.50
O  -1.375  -0.413  0.435  -0.80
O  -1.407  1.361  -0.955  -0.65
O  0.024  -0.450  -1.491  -0.88
C  -2.659  1.289  4.522  -1.34
C  -2.001  2.232  3.477  0.43
C  -0.469  2.021  3.324  -0.90
O  -2.389  1.845  2.220  -0.52
H  -3.743  1.186  4.580  0.37
H  -2.395  1.797  5.450  0.45
H  -2.280  0.272  4.622  0.20
H  -2.354  3.262  3.535  0.35
H  0.006  2.081  4.303  0.43
H  -0.087  2.715  2.574  0.29
H  -0.240  1.016  2.972  0.03
H  -1.922  1.074  1.890  0.26
C  -2.041  4.682  -2.638  -0.95
C  -1.944  3.792  -3.910  0.14
C  -0.466  3.354  -4.094  -0.89
O  -2.631  2.599  -3.685  -0.57
H  -1.746  4.086  -1.775  0.14
H  -2.967  5.232  -2.470  0.30
H  -1.263  5.444  -2.596  0.34
H  -2.307  4.413  -4.729  0.33
H  0.230  4.184  -4.208  0.44
H  -0.285  2.696  -4.944  0.30
H  -0.031  2.912  -3.198  0.05
H  -2.187  2.248  -2.910  0.38
C  -3.645  -1.993  3.022  -1.02
C  -2.341  -2.721  3.261  0.47
C  -2.099  -3.884  2.360  -1.24
O  -1.278  -1.811  3.231  -0.35
H  -4.485  -2.676  2.891  0.41
H  -3.569  -1.575  2.018  0.24
H  -3.731  -1.062  3.582  0.10
H  -2.494  -3.040  4.292  0.27
H  -1.202  -4.449  2.611  0.21
H  -2.089  -3.451  1.359  0.27
H  -3.009  -4.480  2.423  0.47
H  -1.207  -1.573  2.304  0.14
C  2.437  -4.006  2.771  -1.32
C  2.242  -2.505  2.804  0.64
C  2.037  -1.771  1.417  -1.23
O  1.216  -2.164  3.744  -0.56
H  1.506  -4.409  2.372  0.21
H  2.673  -4.443  3.741  0.32
H  3.282  -4.397  2.204  0.38
H  3.179  -2.070  3.150  0.27
H  1.299  -2.270  0.789  0.25
H  2.973  -1.746  0.859  0.50
H  1.719  -0.736  1.548  0.19
H  0.355  -2.070  3.331  0.44
C  3.131  -1.126  -3.821  -0.86
C  1.773  -0.959  -4.490  0.93
C  1.718  -1.586  -5.880  -1.57
O  0.884  -1.740  -3.819  -0.53
H  3.912  -0.604  -4.375  0.35
H  3.467  -2.158  -3.722  0.30
H  3.115  -0.680  -2.827  -0.06
H  1.446  0.080  -4.523  0.08
H  1.936  -2.654  -5.845  0.34
H  2.452  -1.191  -6.582  0.41
H  0.767  -1.331  -6.347  0.34
H  0.702  -1.294  -2.989  0.54
C  3.461  1.817  -0.847  -0.11
O  4.155  2.920  -1.529  -0.58
H  3.522  2.041  0.218  0.21
H  2.462  1.989  -1.247  0.02
H  3.894  0.857  -1.129  0.15
H  4.374  2.623  -2.415  0.28



Arrangement two

Entry from the Open Molecules 2025 dataset: C16H44ClO10 as an isolated structure (wB97M-V/def2-TZVPD).

LUMO energy: 2.99 eV
Total charge: -1
Gap between HOMO and LUMO: 8.2 eV

Each line ends with the Mulliken charge.
CARTESIAN COORDINATES (ANGSTROEM)
Cl  15.397  -7.990  2.100  0.61
O  15.619  -8.246  0.699  -0.56
O  16.607  -7.786  2.806  -0.68
O  14.523  -6.844  2.185  -0.18
O  14.692  -9.067  2.743  -1.31
C  10.898  -8.455  3.061  -2.15
C  12.265  -8.024  2.496  2.04
C  12.234  -6.533  2.194  -1.88
O  13.265  -8.130  3.503  -0.46
H  10.669  -7.889  3.963  0.43
H  10.912  -9.505  3.355  0.39
H  10.028  -8.229  2.444  0.37
H  12.471  -8.655  1.631  0.01
H  13.214  -6.342  1.756  0.59
H  12.040  -5.873  3.040  0.44
H  11.466  -6.311  1.453  0.47
H  14.086  -8.314  3.041  -1.29
C  11.869  -7.280  -0.565  -1.64
C  13.229  -7.749  -0.058  1.54
C  14.066  -8.257  -1.224  -1.63
O  13.860  -6.593  0.459  -0.63
H  11.341  -7.000  0.346  0.28
H  11.375  -8.148  -1.002  0.32
H  11.945  -6.394  -1.194  0.37
H  13.170  -8.572  0.654  -0.81
H  15.075  -8.565  -0.952  0.18
H  14.252  -7.502  -1.988  0.58
H  13.613  -9.094  -1.755  0.52
H  14.518  -6.909  1.082  0.32
C  17.404  -5.684  0.221  -1.90
C  17.231  -7.140  -0.241  2.23
C  16.045  -7.315  -1.252  -1.95
O  18.473  -7.448  -0.915  -0.67
H  17.931  -4.999  -0.443  0.43
H  17.911  -5.604  1.182  0.42
H  16.425  -5.243  0.405  0.32
H  17.073  -7.886  0.538  0.43
H  15.043  -7.110  -0.876  0.71
H  16.078  -8.314  -1.686  0.52
H  16.157  -6.631  -2.094  0.48
H  19.140  -7.154  -0.290  0.44
C  16.126  -9.676  6.016  -1.33
C  15.784  -10.670  4.933  0.52
C  14.225  -10.705  4.659  -1.18
O  16.411  -10.262  3.738  -0.46
H  17.206  -9.530  6.017  0.34
H  15.690  -10.079  6.930  0.46
H  15.688  -8.691  5.856  -0.08
H  16.153  -11.670  5.163  0.39
H  13.606  -11.096  5.467  0.44
H  14.149  -11.340  3.776  0.26
H  13.743  -9.771  4.369  0.24
H  15.815  -9.680  3.261  0.52
C  16.550  -9.792  -0.441  -0.75
C  16.420  -10.981  0.502  -0.40
C  15.320  -10.823  1.625  -0.14
O  16.043  -12.105  -0.217  -0.59
H  17.118  -9.958  -1.357  0.53
H  16.972  -8.932  0.077  -0.61
H  15.568  -9.447  -0.765  0.62
H  17.399  -11.139  0.953  0.37
H  14.883  -11.751  1.994  0.55
H  14.500  -10.227  1.224  -0.10
H  15.724  -10.363  2.527  -0.43
H  16.857  -12.315  -0.682  0.47
C  14.921  -6.992  4.798  1.01
O  13.509  -6.788  4.903  -0.74
H  15.267  -7.497  5.700  0.31
H  15.121  -7.656  3.957  -0.19
H  15.517  -6.110  4.563  0.26
H  13.242  -7.150  4.055  1.03



On energetic grounds, arrangement one is preferred over the next structure by 699.4 kcal/mol.



Arrangement one

Entry from the Open Molecules 2025 dataset: one molecule with the formula CH2N2O2S (wB97M-V/def2-TZVPD).

LUMO energy (spin up / spin down): -1.18 / -1.65 eV
Gap between HOMO and LUMO (spin up / spin down): 8.7 / 7.4 eV

Each line ends with the Mulliken charge.
CARTESIAN COORDINATES (ANGSTROEM)
C  -1.220  -0.269  0.041  0.17
N  0.001  -0.851  -0.014  -0.41
N  -1.561  0.893  -0.306  -0.52
O  3.414  0.771  0.144  -0.33
O  1.149  -0.061  0.042  -0.06
S  2.756  -0.450  -0.123  0.49
H  -1.927  -0.910  0.380  0.38
H  -2.613  0.876  -0.165  0.27



Arrangement two

Entry from the Open Molecules 2025 dataset: a 2-piece molecular cluster, CH2N2O2S overall (wB97M-V/def2-TZVPD).

LUMO energy (spin up / spin down): -1.69 / -1.63 eV
SMILES string: NC#[N+][O-].O=S
Gap between HOMO and LUMO (spin up / spin down): 6.9 / 6.9 eV

Each line ends with the Mulliken charge.
CARTESIAN COORDINATES (ANGSTROEM)
N  1.441  -0.229  0.119  -0.49
C  0.216  -0.717  0.018  0.12
N  -0.708  -1.445  0.007  0.52
O  -1.802  -1.850  -0.160  -0.66
H  2.095  -0.191  -0.622  0.25
H  1.626  0.711  0.474  0.29
O  -0.925  2.050  -0.427  -0.31
S  -1.942  1.672  0.591  0.29



On energetic grounds, arrangement one is preferred over the next structure by 7.6 kcal/mol.



Arrangement one

Entry from the Open Molecules 2025 dataset: one molecule with the formula CH2N2O2S (wB97M-V/def2-TZVPD).

LUMO energy: -0.16 eV
Gap between HOMO and LUMO: 9.8 eV

Each line ends with the Mulliken charge.
CARTESIAN COORDINATES (ANGSTROEM)
C  0.977  0.128  -0.093  -0.04
N  0.370  -1.117  0.169  -0.21
N  -0.842  -1.179  -0.061  -0.11
O  -2.157  0.458  0.952  -0.44
O  0.068  1.010  -0.488  -0.39
S  -1.566  0.414  -0.353  0.61
H  1.566  0.317  0.768  0.28
H  1.584  -0.030  -0.894  0.30



Arrangement two

Entry from the Open Molecules 2025 dataset: CH2N2O2S as an isolated structure (wB97M-V/def2-TZVPD).

LUMO energy: -0.02 eV
Gap between HOMO and LUMO: 9.1 eV

Each line ends with the Mulliken charge.
CARTESIAN COORDINATES (ANGSTROEM)
C  -0.063  0.755  -0.005  0.39
N  1.205  0.454  -0.032  -0.30
N  -0.951  -0.969  -0.029  0.71
O  -0.278  -1.973  0.001  -0.58
O  -2.098  -0.795  -0.037  -0.47
S  -1.084  1.965  -0.010  -0.24
H  1.295  -0.507  0.339  0.27
H  1.974  1.069  -0.227  0.23



On energetic grounds, arrangement one is preferred over the next structure by 20.8 kcal/mol.



Arrangement one

Entry from the Open Molecules 2025 dataset: one molecule with the formula C3H7NOS2 (wB97M-V/def2-TZVPD).

LUMO energy (spin up / spin down): -0.13 / -0.13 eV
Gap between HOMO and LUMO (spin up / spin down): 7.7 / 7.7 eV

Each line ends with the Mulliken charge.
CARTESIAN COORDINATES (ANGSTROEM)
C  2.046  -0.611  -0.218  0.29
C  -1.678  1.016  0.245  -1.15
C  -0.928  -0.111  -0.496  -0.44
N  2.842  -1.698  -0.180  -0.45
O  1.532  1.855  0.549  -0.50
S  2.641  0.987  0.052  0.20
S  0.235  -0.989  0.494  -0.16
H  -2.590  0.603  0.673  0.38
H  -1.173  1.405  1.082  0.32
H  -1.980  1.658  -0.429  0.38
H  -0.300  0.260  -1.297  0.29
H  -1.717  -0.813  -0.884  0.41
H  3.856  -1.615  -0.184  0.21
H  2.554  -2.662  0.141  0.22



Arrangement two

Entry from the Open Molecules 2025 dataset: one molecule with the formula C3H7NOS2 (wB97M-V/def2-TZVPD).

LUMO energy (spin up / spin down): -2.14 / -2.14 eV
Gap between HOMO and LUMO (spin up / spin down): 6.6 / 6.6 eV

Each line ends with the Mulliken charge.
CARTESIAN COORDINATES (ANGSTROEM)
C  0.071  -1.012  0.923  -0.70
C  -0.022  0.319  0.292  0.31
C  0.234  0.289  -1.212  -1.32
N  -1.265  1.008  0.548  -0.41
O  -3.751  1.051  0.450  -0.55
S  -2.583  -1.560  -0.147  -0.26
S  -2.662  0.548  -0.355  0.51
H  0.638  -1.799  0.465  0.33
H  -0.293  -1.158  1.924  0.33
H  0.761  0.942  0.769  0.32
H  -0.440  -0.422  -1.683  0.37
H  1.257  -0.010  -1.421  0.42
H  0.059  1.276  -1.632  0.37
H  -1.505  1.097  1.529  0.30



On energetic grounds, arrangement one is preferred over the next structure by 19.4 kcal/mol.



Arrangement one

Entry from the Open Molecules 2025 dataset: a 11-piece molecular cluster, C5H34N2O10 overall (wB97M-V/def2-TZVPD).

LUMO energy: 0.28 eV
SMILES string: CCNCCNC.O.O.O.O.O.O.O.O.O.O
Gap between HOMO and LUMO: 9.1 eV

Each line ends with the Mulliken charge.
CARTESIAN COORDINATES (ANGSTROEM)
C  -1.633  3.198  0.855  -1.08
C  -0.144  2.876  0.718  -0.57
N  0.103  1.634  -0.091  0.16
C  0.501  0.472  0.719  0.55
C  -0.459  -0.732  0.519  -0.03
N  -1.901  -0.427  0.598  -0.09
C  -2.650  -1.690  0.789  -1.10
H  -1.762  3.706  1.821  0.28
H  -1.891  3.903  0.054  0.37
H  -2.330  2.388  0.761  0.27
H  0.404  3.651  0.176  0.43
H  0.409  2.794  1.653  0.37
H  -0.741  1.406  -0.600  -0.05
H  1.535  0.151  0.482  -0.04
H  0.575  0.698  1.792  -0.47
H  -0.164  -1.361  1.404  0.60
H  -0.176  -1.271  -0.407  -0.65
H  -2.210  -0.116  -0.316  0.23
H  -2.122  -2.349  1.464  0.37
H  -2.710  -2.274  -0.144  0.35
H  -3.616  -1.451  1.232  0.34
O  -2.013  0.956  -2.866  -0.62
H  -1.924  0.080  -3.298  0.34
H  -2.970  1.054  -2.801  0.25
O  2.658  2.240  -1.539  -0.76
H  1.854  1.878  -1.113  0.49
H  2.319  2.605  -2.362  0.31
O  -1.775  1.045  3.316  -0.65
H  -2.419  1.095  4.029  0.25
H  -2.083  0.366  2.684  0.31
O  0.602  1.557  -3.123  -0.61
H  0.260  0.660  -3.216  0.30
H  -0.084  2.063  -2.691  0.29
O  2.240  -2.859  -0.338  -0.77
H  1.989  -2.316  0.422  0.28
H  2.759  -2.217  -0.873  0.44
O  2.908  -0.518  -1.481  -0.67
H  3.066  0.409  -1.217  0.29
H  2.916  -0.376  -2.440  0.29
O  -1.044  -1.530  -3.252  -0.73
H  -0.921  -2.476  -3.443  0.31
H  -0.879  -1.649  -2.304  0.44
O  -0.010  -3.503  -1.630  -0.75
H  -0.249  -3.546  -0.685  0.29
H  0.952  -3.468  -1.346  0.44
O  0.695  0.280  4.428  -0.76
H  -0.204  0.426  4.074  0.41
H  1.252  0.970  4.062  0.31
O  1.249  -1.893  2.894  -0.57
H  1.715  -2.615  3.332  0.26
H  0.994  -1.229  3.566  0.34



Arrangement two

Entry from the Open Molecules 2025 dataset: a 11-piece molecular cluster, C5H34N2O10 overall (wB97M-V/def2-TZVPD).

LUMO energy: -0.12 eV
SMILES string: CC[C@@H](N)CNC.O.O.O.O.O.O.O.O.O.O
Gap between HOMO and LUMO: 8.9 eV

Each line ends with the Mulliken charge.
CARTESIAN COORDINATES (ANGSTROEM)
C  0.552  1.104  -2.672  -0.78
C  0.043  0.866  -1.182  0.10
C  1.244  0.578  -0.107  -0.41
N  1.871  1.902  0.103  -0.38
C  0.798  -0.131  1.176  0.61
N  0.569  -1.508  0.855  0.01
C  0.985  -2.363  1.952  -0.53
H  1.571  1.488  -2.566  -0.08
H  0.339  0.172  -3.176  0.27
H  -0.085  1.887  -3.085  0.36
H  -0.689  1.693  -0.927  0.00
H  -0.652  0.051  -1.035  0.32
H  1.838  -0.072  -0.614  0.20
H  1.127  2.545  0.493  0.40
H  2.599  1.981  0.792  0.18
H  1.574  -0.040  1.917  -0.31
H  -0.127  0.298  1.718  -0.24
H  -0.505  -1.687  0.550  -0.10
H  1.536  -3.303  1.779  0.32
H  1.745  -1.804  2.534  0.13
H  0.130  -2.730  2.684  0.19
O  4.000  0.441  2.734  -0.63
H  3.538  -0.272  3.304  0.30
H  3.414  0.874  2.259  0.28
O  -0.994  -1.421  -2.959  -0.72
H  -0.354  -1.418  -2.221  0.21
H  -0.566  -1.712  -3.824  0.22
O  -1.579  3.051  1.191  -0.56
H  -1.917  2.175  1.374  0.24
H  -2.110  3.212  0.438  0.28
O  -1.884  -0.013  2.232  -0.63
H  -2.783  0.371  2.249  0.31
H  -2.077  -0.887  1.737  0.29
O  1.268  -2.588  -2.878  -0.62
H  1.990  -2.989  -3.384  0.29
H  1.718  -2.259  -2.055  0.30
O  -2.504  -2.492  1.298  -0.51
H  -2.584  -2.753  0.435  0.32
H  -2.837  -3.184  1.794  0.26
O  -0.118  2.323  4.242  -0.63
H  -0.908  2.642  3.809  0.30
H  0.087  1.515  3.843  0.35
O  -3.066  0.188  -2.505  -0.62
H  -3.414  -0.665  -2.199  0.24
H  -2.277  -0.035  -2.966  0.39
O  2.766  3.566  -1.974  -0.69
H  2.105  3.588  -1.255  0.36
H  2.599  2.563  -2.169  0.50
O  -2.638  -2.985  -1.426  -0.82
H  -1.700  -2.665  -1.758  0.46
H  -3.154  -2.224  -1.829  0.28



On energetic grounds, arrangement one is preferred over the next structure by 81.9 kcal/mol.



Arrangement one

Entry from the Open Molecules 2025 dataset: one molecule with the formula C3H5BrO (wB97M-V/def2-TZVPD).

LUMO energy: 0.97 eV
SMILES string: C[C@H]1O[C@@H]1Br
Gap between HOMO and LUMO: 11.1 eV

Each line ends with the Mulliken charge.
CARTESIAN COORDINATES (ANGSTROEM)
C  -0.676  -0.035  0.139  -1.36
C  0.806  -0.379  0.356  0.24
O  1.311  -1.452  -0.359  -0.41
C  1.901  -0.035  -0.533  -0.18
Br  3.601  0.113  0.215  -0.13
H  -0.860  0.284  -0.833  0.36
H  -0.975  0.534  0.926  0.39
H  -1.192  -0.951  0.268  0.32
H  1.001  -0.421  1.369  0.43
H  1.868  0.373  -1.541  0.34



Arrangement two

Entry from the Open Molecules 2025 dataset: a 2-piece molecular cluster, C3H5BrO overall (wB97M-V/def2-TZVPD).

LUMO energy: 0.79 eV
SMILES string: BrC1=CC1.O
Gap between HOMO and LUMO: 9.8 eV

Each line ends with the Mulliken charge.
CARTESIAN COORDINATES (ANGSTROEM)
Br  2.461  0.097  0.196  -0.09
C  0.693  0.754  0.092  -0.11
C  -0.139  1.749  0.301  -0.04
C  -0.590  0.675  -0.617  -0.46
H  -0.535  2.612  0.834  0.36
H  -1.256  -0.139  -0.384  0.16
H  -0.663  0.903  -1.687  0.19
O  0.296  -2.134  0.274  -0.61
H  -0.480  -2.255  -0.248  0.29
H  0.215  -2.260  1.237  0.32



On energetic grounds, arrangement one is preferred over the next structure by 32.4 kcal/mol.